Formula: C3H10NO2
Source: the OMol25 dataset
Level of theory: ωB97M-V/def2-TZVPD

## Properties
* <S²>: 0.753
* E_HOMO (alpha / beta): -0.6887 / -0.6878 Ha
* energy relative to the best compared isomer or geometry (same formula, charge and spin): 219.1 kJ/mol

Structure (ORCA input):
```
! RIJCOSX wB97M-V def2-TZVPD def2/J DEFGRID3
* xyz 2 2
H 1.82586 -2.50705 -0.87916
H 2.39050 -1.51167 1.24019
N 0.96279 0.07235 1.21555
C 0.76863 1.15374 0.52979
O -0.64861 0.45350 -2.16873
O -2.34001 0.94526 0.99021
H 0.10520 1.88412 0.98656
H 0.22719 -1.48602 -1.02211
H -1.10551 -0.21879 -2.66029
C 1.53784 -1.10806 0.68768
H -0.97698 1.25229 -2.61661
H -2.97405 1.56257 1.35153
C 1.13514 -1.76335 -0.48497
H -2.78699 0.09695 1.07921
H 1.29115 1.18335 -0.42192
H 0.58787 -0.00920 2.17306
*
```



Formula: C3H10NO2
Source: the OMol25 dataset
Level of theory: ωB97M-V/def2-TZVPD

## Properties
* <S²>: 0.759
* E_HOMO (alpha / beta): -0.6704 / -0.6694 Ha
* energy relative to the best compared isomer or geometry (same formula, charge and spin): 190.0 kJ/mol

Structure (ORCA input):
```
! RIJCOSX wB97M-V def2-TZVPD def2/J DEFGRID3
* xyz 2 2
H -1.35516 0.54930 -1.94823
C -1.82520 0.33018 -0.97205
C -0.92277 0.78047 0.15170
H -1.38970 1.29655 0.99631
O 1.07747 2.10929 0.00441
H 1.11150 -4.17757 1.09456
H -2.68990 1.00851 -1.06543
H 0.69042 -0.30408 -0.32687
H -0.30301 -1.16141 0.89920
N 0.10261 -0.28160 0.52414
H -0.39939 2.38042 -1.39108
H 2.24183 -3.26667 0.58752
H 0.71638 0.08776 1.26487
H -2.21489 -0.69367 -0.97566
O 1.29621 -3.46000 0.45676
C -0.02921 1.96722 -0.41487
*
```



Formula: C3H10NO2P
Source: the OMol25 dataset
Level of theory: ωB97M-V/def2-TZVPD

## Properties
* E_HOMO: -0.3139 Ha
* energy relative to the best compared isomer or geometry (same formula, charge and spin): 349.9 kJ/mol
* SMILES: C=C(C)N.OPO

Structure (ORCA input):
```
! RIJCOSX wB97M-V def2-TZVPD def2/J DEFGRID3
* xyz 0 1
H 0.39690 -1.62272 -1.57280
H 2.57250 1.69835 0.45099
H -1.24498 -1.87780 0.79630
O -2.75117 0.58983 -0.75452
H 2.30848 0.17040 1.41225
N 0.24215 1.14554 -1.07732
H 1.90730 -1.86145 -0.44167
C 0.99672 0.15671 -0.38197
H 1.10338 1.44197 1.44070
P -2.16882 0.17370 0.74079
H -0.50227 1.71200 -0.56727
C 1.73917 0.85593 0.74576
O -2.01658 -1.46398 0.52854
H -3.54972 -0.07184 1.11445
H -3.60981 0.20019 -0.99991
H -0.32703 0.71944 -1.82180
C 1.09414 -1.14743 -0.77606
*
```



Formula: C3H10NO2S
Source: the OMol25 dataset
Level of theory: ωB97M-V/def2-TZVPD

## Properties
* E_HOMO: -0.1218 Ha
* energy relative to the best compared isomer or geometry (same formula, charge and spin): 63.1 kJ/mol

Structure (ORCA input):
```
! RIJCOSX wB97M-V def2-TZVPD def2/J DEFGRID3
* xyz -1 1
H 0.97750 -0.50636 1.64832
H 0.04559 2.51608 0.34112
C -0.17539 -0.43410 -0.13160
N 0.60565 0.21342 -1.16605
H 0.18775 1.11926 -1.33715
H -0.85022 -2.37706 0.30074
C 0.17306 0.20967 1.30772
O -0.68291 3.11344 -0.02398
H -0.36481 -1.74056 -2.52547
C 0.08190 -1.96476 -0.13326
H 1.51628 0.36396 -0.75377
O 0.67524 1.44991 1.28830
S 0.17301 -2.73336 -1.80230
H -1.24624 -0.24647 -0.32271
H 0.76204 -2.35423 0.62071
H -0.63832 -0.05480 2.01080
H -1.24012 3.42595 0.67858
*
```



Formula: C3H10NO2S2
Source: the OMol25 dataset
Level of theory: ωB97M-V/def2-TZVPD

## Properties
* E_HOMO: -0.0958 Ha
* energy relative to the best compared isomer or geometry (same formula, charge and spin): 26.6 kJ/mol

Structure (ORCA input):
```
! RIJCOSX wB97M-V def2-TZVPD def2/J DEFGRID3
* xyz -1 1
H 2.42957 0.43525 0.45829
H -0.35922 1.14555 -1.26839
O -0.37577 2.65255 0.16905
H -3.27664 0.89404 0.92904
S 0.14998 -1.99898 0.03323
H -2.22152 1.68833 1.91129
O 2.45504 1.41043 0.38855
H -1.97026 1.90532 -0.71196
H 2.55844 1.50895 -0.56680
H -0.34109 0.35033 1.32993
C -0.96433 1.49245 -0.42965
H -1.68507 -1.09907 -0.98142
H -2.07557 -1.55702 0.68767
N -2.42142 0.79186 1.47699
S 1.61456 -1.25905 -1.15368
H 0.55256 2.46961 0.37234
C -1.25470 0.45484 0.66305
C -1.39179 -0.93247 0.06400
*
```



Formula: C3H10NO3
Source: the OMol25 dataset
Level of theory: ωB97M-V/def2-TZVPD

## Properties
* E_HOMO: -0.1056 Ha
* energy relative to the best compared isomer or geometry (same formula, charge and spin): 64.2 kJ/mol

Structure (ORCA input):
```
! RIJCOSX wB97M-V def2-TZVPD def2/J DEFGRID3
* xyz -1 1
H 1.89345 -2.76250 1.49371
H -0.78749 -1.00543 0.39518
N 1.05718 0.13501 0.46934
H -0.73657 1.92830 -0.47553
H 0.05419 -1.46215 -1.83733
H -2.22551 1.03245 0.08950
H -2.10947 0.03447 -1.67610
H 0.61414 0.11632 -1.99229
C -1.10907 1.18360 0.27961
C -0.28914 -0.12676 -0.03941
O -1.35870 0.02468 -2.27739
H 1.75216 -1.29281 1.15946
O 2.42158 -1.95914 1.53778
H 1.55484 0.59727 -0.25828
H 0.93193 0.66690 1.33587
C -0.23010 -0.44977 -1.53973
O -0.92242 1.61310 1.52989
*
```



Formula: C3H10NO3
Source: the OMol25 dataset
Level of theory: ωB97M-V/def2-TZVPD

## Properties
* E_HOMO: -0.1089 Ha
* energy relative to the best compared isomer or geometry (same formula, charge and spin): 48.3 kJ/mol

Structure (ORCA input):
```
! RIJCOSX wB97M-V def2-TZVPD def2/J DEFGRID3
* xyz -1 1
H 1.00721 -1.44885 1.42774
C 1.42724 -0.71393 0.64594
O -1.88717 3.49758 -0.69876
H -1.11772 3.77735 -0.19067
H -0.99207 -1.18560 -1.68589
H -0.91730 0.23541 1.35611
C 0.16403 -0.31286 -0.18303
H -1.97015 2.56090 -0.46864
H 0.14972 1.36003 0.83912
C -0.72854 -1.43642 -0.66446
O 2.04947 0.36112 1.12982
H 0.56915 0.16168 -1.08296
H 0.57604 -2.78435 -0.04122
H -1.59273 -1.57637 -0.00642
N -0.58418 0.71966 0.52717
H 2.04950 -1.38009 -0.00121
O -0.03243 -2.67393 -0.77802
*
```



Formula: C3H10NO3
Source: the OMol25 dataset
Level of theory: ωB97M-V/def2-TZVPD

## Properties
* E_HOMO: -0.5960 Ha
* energy relative to the best compared isomer or geometry (same formula, charge and spin): 213.7 kJ/mol
* SMILES: C[NH+](C)C(O)(O)O

Structure (ORCA input):
```
! RIJCOSX wB97M-V def2-TZVPD def2/J DEFGRID3
* xyz 1 1
H 2.04610 1.36565 0.42219
O -0.38031 -1.43266 -1.00259
H -0.78813 -1.51507 2.11559
C -0.10082 1.20438 -1.14813
C -0.59193 -0.80181 0.33595
O -1.93775 -0.45643 0.44047
H 0.80160 1.11834 -1.62084
H -0.31586 2.24835 -1.06699
N 0.14198 0.61080 0.19148
H 1.99911 -0.31212 -0.15764
H -0.18088 1.20788 1.01668
H 1.56818 0.16273 1.66830
H -0.31953 -2.38614 -0.96007
H -2.41687 -0.37302 -0.35936
O -0.28664 -1.70208 1.29869
H -0.80900 0.63499 -1.73607
C 1.57074 0.42619 0.56234
*
```



Q: The lowest energy relative to the best compared isomer or geometry (same formula, charge and spin) belongs to which entry?
A: C3H10NO2S2



Please write out number 3 again, unchanged.
Formula: C3H10NO2P
Source: the OMol25 dataset
Level of theory: ωB97M-V/def2-TZVPD

## Properties
* E_HOMO: -0.3139 Ha
* energy relative to the best compared isomer or geometry (same formula, charge and spin): 349.9 kJ/mol
* SMILES: C=C(C)N.OPO

Structure (ORCA input):
```
! RIJCOSX wB97M-V def2-TZVPD def2/J DEFGRID3
* xyz 0 1
H 0.39690 -1.62272 -1.57280
H 2.57250 1.69835 0.45099
H -1.24498 -1.87780 0.79630
O -2.75117 0.58983 -0.75452
H 2.30848 0.17040 1.41225
N 0.24215 1.14554 -1.07732
H 1.90730 -1.86145 -0.44167
C 0.99672 0.15671 -0.38197
H 1.10338 1.44197 1.44070
P -2.16882 0.17370 0.74079
H -0.50227 1.71200 -0.56727
C 1.73917 0.85593 0.74576
O -2.01658 -1.46398 0.52854
H -3.54972 -0.07184 1.11445
H -3.60981 0.20019 -0.99991
H -0.32703 0.71944 -1.82180
C 1.09414 -1.14743 -0.77606
*
```



Q: Among the records above, which one has the lowest energy relative to the best compared isomer or geometry (same formula, charge and spin)?
A: C3H10NO2S2



Q: Look up the energy relative to the best compared isomer or geometry (same formula, charge and spin) of the second one.
A: 190.0 kJ/mol